(1)
A 2-piece molecular cluster, C4H13N3 overall in a non-equilibrium geometry, computed with ωB97M-V/def2-TZVPD.

Its HOMO-LUMO gap is 9.435 eV. The lowest unoccupied orbital energy comes out at 1.0528 eV. The value obtained for the calculated total energy is -324.32406 hartree. For the energy above the lowest of the compared OMol25 structures with the same formula, charge and spin, the calculation gives 396.1 kJ/mol.

```
! wB97M-V def2-TZVPD RIJCOSX def2/J DEFGRID3
* xyz 0 1
C 2.01 1.47 0.33
C -2.12 1.43 -0.44
C -2.53 -0.94 0.01
C 2.17 -0.02 0.10
N 1.06 -2.09 0.30
N -1.84 0.24 -0.50
N 0.95 -0.70 0.25
H 1.71 1.94 -0.49
H 1.22 1.43 1.14
H 2.89 1.86 0.66
H -1.45 2.06 -0.81
H 0.28 -0.42 -0.37
H -3.04 2.03 0.06
H -3.65 -0.67 0.37
H -2.49 -1.83 -0.76
H -2.05 -1.16 0.86
H 2.55 -0.10 -0.89
H 2.97 -0.32 0.74
H 1.14 -2.42 -0.68
H 0.21 -2.47 0.71
*
```

Mulliken population analysis, charges in e, atoms 1 to 4: number 1, C, carries -1.214; number 2, C, carries -0.315; number 3, C, carries -0.814; number 4, C, carries -0.376

(2)
C4H13N3 in the gas phase in a non-equilibrium geometry, computed with ωB97M-V/def2-TZVPD.

Its HOMO-LUMO gap is 9.533 eV. The lowest unoccupied orbital energy comes out at 1.0087 eV. The value obtained for the calculated total energy is -324.42182 hartree. For the energy above the lowest of the compared OMol25 structures with the same formula, charge and spin, the calculation gives 139.4 kJ/mol.

```
! wB97M-V def2-TZVPD RIJCOSX def2/J DEFGRID3
* xyz 0 1
C -0.09 -1.06 0.42
C 1.30 -0.40 0.39
C 1.79 -0.06 -1.03
N 2.71 1.03 -1.20
N -1.07 -0.32 -0.39
C -2.43 -0.29 0.29
N -2.69 1.01 0.87
H -0.47 -1.30 1.42
H -0.07 -2.15 0.18
H 2.00 -1.13 0.84
H 1.29 0.35 1.19
H 0.88 0.19 -1.60
H 2.21 -0.91 -1.57
H 3.57 0.88 -0.68
H 2.34 1.93 -0.96
H -0.81 0.65 -0.47
H -3.13 -0.53 -0.52
H -2.56 -1.04 1.07
H -2.07 1.39 1.57
H -2.70 1.75 0.17
*
```

Mulliken population analysis, charges in e, atoms 1 to 4: number 1, C, carries -0.592; number 2, C, carries -0.582; number 3, C, carries -0.602; number 4, N, carries -0.587

(3)
C4H13N3 in the gas phase in a non-equilibrium geometry, computed with ωB97M-V/def2-TZVPD.

Its HOMO-LUMO gap is 9.765 eV. The lowest unoccupied orbital energy comes out at 1.0787 eV. The value obtained for the calculated total energy is -324.42030 hartree. For the energy above the lowest of the compared OMol25 structures with the same formula, charge and spin, the calculation gives 143.4 kJ/mol.

```
! wB97M-V def2-TZVPD RIJCOSX def2/J DEFGRID3
* xyz 0 1
C -0.25 0.57 1.02
N -0.33 -0.87 1.18
C -1.50 -1.57 0.74
N -2.02 -1.15 -0.59
C 1.11 1.21 0.79
N 2.00 0.65 -0.25
C 1.44 0.63 -1.59
H -0.70 0.79 0.04
H -0.76 1.12 1.82
H 0.47 -1.24 0.67
H -2.31 -1.49 1.46
H -1.37 -2.66 0.64
H -3.03 -1.09 -0.55
H -1.78 -1.72 -1.39
H 1.73 1.28 1.67
H 0.84 2.23 0.41
H 2.83 1.23 -0.31
H 0.85 1.57 -1.77
H 0.62 -0.11 -1.59
H 2.15 0.62 -2.40
*
```

Mulliken population analysis, charges in e, atoms 1 to 4: number 1, C, carries -0.638; number 2, N, carries -0.403; number 3, C, carries -0.563; number 4, N, carries -0.497

(4)
C4H13N3 in the gas phase in a non-equilibrium geometry, computed with ωB97M-V/def2-TZVPD.

Its HOMO-LUMO gap is 9.980 eV. The lowest unoccupied orbital energy comes out at 1.1596 eV. The value obtained for the calculated total energy is -324.43649 hartree. For the energy above the lowest of the compared OMol25 structures with the same formula, charge and spin, the calculation gives 100.9 kJ/mol.

```
! wB97M-V def2-TZVPD RIJCOSX def2/J DEFGRID3
* xyz 0 1
N -1.58 -0.81 -2.32
C -2.22 -0.37 -1.06
C -1.37 -0.48 0.15
N -0.19 0.39 0.33
C 0.66 -0.05 1.43
C 1.94 0.81 1.37
N 2.70 0.49 0.17
H -0.60 -0.58 -2.36
H -1.68 -1.79 -2.51
H -3.26 -0.68 -1.04
H -2.38 0.70 -1.26
H -1.95 -0.45 1.08
H -0.90 -1.48 0.09
H -0.59 1.31 0.46
H 0.24 0.02 2.44
H 0.94 -1.09 1.27
H 1.65 1.86 1.40
H 2.45 0.52 2.29
H 3.55 1.02 0.13
H 2.11 0.58 -0.65
*
```

Mulliken population analysis, charges in e, atoms 1 to 4: number 1, N, carries -0.597; number 2, C, carries -0.611; number 3, C, carries -0.577; number 4, N, carries -0.273

(5)
C4H13N3 in the gas phase in a non-equilibrium geometry, computed with ωB97M-V/def2-TZVPD.

Its HOMO-LUMO gap is 9.684 eV. The lowest unoccupied orbital energy comes out at 1.1620 eV. The value obtained for the calculated total energy is -324.40029 hartree. For the energy above the lowest of the compared OMol25 structures with the same formula, charge and spin, the calculation gives 196.0 kJ/mol.

```
! wB97M-V def2-TZVPD RIJCOSX def2/J DEFGRID3
* xyz 0 1
C 1.04 1.05 -0.20
N 0.14 -0.17 -0.50
C 0.30 -1.18 0.65
C -0.38 -2.49 0.35
N -1.65 -2.72 1.04
C 0.79 2.38 -1.12
N -0.41 3.17 -0.52
H 2.11 0.80 -0.12
H 0.73 1.29 0.81
H -0.72 0.17 -0.77
H -0.03 -0.75 1.61
H 1.42 -1.39 0.73
H -0.35 -2.55 -0.75
H 0.23 -3.33 0.69
H -2.04 -3.66 1.02
H -1.60 -2.29 1.99
H 0.60 2.00 -2.18
H 1.67 3.01 -1.13
H -0.55 4.02 -1.05
H -1.29 2.64 -0.55
*
```

Mulliken population analysis, charges in e, atoms 1 to 4: number 1, C, carries -0.563; number 2, N, carries -0.419; number 3, C, carries -0.324; number 4, C, carries -0.502

(6)
C4H13N3 in the gas phase in a non-equilibrium geometry, computed with ωB97M-V/def2-TZVPD.

Its HOMO-LUMO gap is 9.405 eV. The lowest unoccupied orbital energy comes out at 1.1258 eV. The value obtained for the calculated total energy is -324.40601 hartree. For the energy above the lowest of the compared OMol25 structures with the same formula, charge and spin, the calculation gives 180.9 kJ/mol.

```
! wB97M-V def2-TZVPD RIJCOSX def2/J DEFGRID3
* xyz 0 1
C 1.01 0.43 0.66
N 1.24 0.76 -0.72
C 1.91 -0.14 -1.69
N 0.99 -1.11 -2.33
C -0.45 0.88 0.97
N -1.43 -0.17 0.50
C -2.46 -0.49 1.51
H 1.05 -0.63 0.91
H 1.68 0.92 1.38
H 0.64 1.33 -1.29
H 2.66 -0.76 -1.19
H 2.34 0.57 -2.41
H 0.61 -0.63 -3.14
H 0.27 -1.22 -1.63
H -0.63 1.82 0.47
H -0.48 1.05 2.05
H -0.75 -0.92 0.56
H -2.41 -1.52 1.88
H -3.50 -0.36 1.16
H -2.28 0.19 2.35
*
```

Mulliken population analysis, charges in e, atoms 1 to 4: number 1, C, carries -0.558; number 2, N, carries -0.226; number 3, C, carries -0.669; number 4, N, carries -0.609

(7)
A 2-piece molecular cluster, C4H13N3 overall, computed with ωB97M-V/def2-TZVPD.

Its HOMO-LUMO gap is 9.236 eV. The lowest unoccupied orbital energy comes out at 0.9555 eV. The value obtained for the calculated total energy is -324.42146 hartree. For the energy above the lowest of the compared OMol25 structures with the same formula, charge and spin, the calculation gives 140.4 kJ/mol.

```
! wB97M-V def2-TZVPD RIJCOSX def2/J DEFGRID3
* xyz 0 1
C -1.21 0.23 -1.33
C -1.43 1.40 -0.72
N -1.11 1.65 0.61
C -1.72 2.84 1.22
H -1.00 -0.64 -0.73
H -1.19 0.14 -2.41
H -1.86 2.25 -1.24
H -1.19 0.84 1.21
H -1.53 2.82 2.28
H -1.28 3.73 0.77
H -2.80 2.87 1.04
N 1.94 -0.71 0.25
C 2.07 -2.15 0.37
N 1.29 -3.01 -0.53
H 2.03 -0.39 -0.70
H 0.99 -0.43 0.46
H 3.12 -2.39 0.21
H 1.77 -2.43 1.39
H 0.30 -2.80 -0.47
H 1.53 -2.77 -1.49
*
```

Mulliken population analysis, charges in e, atoms 1 to 4: number 1, C, carries -0.807; number 2, C, carries 0.029; number 3, N, carries -0.265; number 4, C, carries -0.958

(8)
A 2-piece molecular cluster, C4H13N3 overall in a non-equilibrium geometry, computed with ωB97M-V/def2-TZVPD.

Its HOMO-LUMO gap is 7.745 eV. The lowest unoccupied orbital energy comes out at 0.9036 eV. The value obtained for the calculated total energy is -324.29496 hartree. For the energy above the lowest of the compared OMol25 structures with the same formula, charge and spin, the calculation gives 472.5 kJ/mol.

```
! wB97M-V def2-TZVPD RIJCOSX def2/J DEFGRID3
* xyz 0 1
C 1.15 0.74 0.46
N 2.31 0.44 -0.34
N 0.48 1.93 0.03
H 2.75 -0.43 -0.08
H 0.90 2.77 0.41
H 3.01 1.18 -0.31
H 0.47 2.00 -0.98
H 1.30 0.76 1.54
H 0.53 -0.49 -0.26
C -1.26 -1.14 -1.58
C -1.48 -0.27 1.21
C -0.31 -1.01 0.63
N -0.28 -1.62 -0.61
H 0.31 -1.53 1.36
H -1.11 -1.68 -2.51
H -2.30 -1.32 -1.26
H -1.17 -0.06 -1.80
H -2.27 -0.99 1.43
H -1.19 0.23 2.14
H -1.86 0.49 0.53
*
```

Mulliken population analysis, charges in e, atoms 1 to 4: number 1, C, carries -0.580; number 2, N, carries -0.563; number 3, N, carries -0.513; number 4, H, carries 0.197